No. 1
Here is a molecular structure, C29H32ClHfIN8O2 from the Open Molecules 2025 dataset. Energies are from ωB97M-V/def2-TZVPD.

```
74
Properties=species:S:1:pos:R:3
C -1.223 1.859 4.639
H 2.707 -0.942 -1.411
C -1.778 2.621 -1.306
H -3.699 3.288 1.917
H -1.757 -4.173 -0.216
O -1.634 -0.611 -0.733
C -0.930 -1.361 -1.472
H -2.189 -1.632 2.524
H 3.959 3.639 -2.512
C -0.677 2.298 -4.895
C -1.727 2.427 3.480
Cl -0.312 -3.059 -3.499
N -1.285 2.143 -0.140
H 0.613 0.728 -5.617
C -0.365 0.775 4.520
C -3.634 3.639 -0.192
H -1.508 -5.692 2.277
H -4.560 4.199 -0.218
C -3.144 3.137 1.003
N 2.169 1.062 -1.307
C 0.317 0.644 -3.500
N 2.022 0.059 1.200
C -1.083 2.204 -2.537
H 4.577 1.777 2.391
C 3.015 -0.819 1.285
H -2.600 -2.368 0.996
H -1.487 2.262 5.608
H -2.361 3.300 3.541
I 5.542 -1.339 -2.491
C 2.520 2.316 -1.643
C -1.115 -4.616 0.541
C -1.297 2.811 -3.765
C -2.244 -3.765 2.615
H -1.614 -3.842 3.499
N -0.537 -2.349 1.445
C 2.545 1.264 1.657
C -1.533 -2.133 -2.607
H -0.830 2.763 -5.860
C -2.929 3.391 -1.356
C -0.022 0.339 3.257
C -0.006 -3.657 0.947
H 1.959 2.168 1.739
H -2.302 -2.818 -2.251
C 4.265 0.292 -2.187
C 3.026 0.072 -1.610
H -2.027 -1.435 -3.284
N -1.967 -4.961 1.729
C -1.962 2.418 0.999
N 4.113 -0.236 1.768
H -3.300 3.769 -2.297
H 0.610 -4.141 1.712
H -0.692 -5.530 0.130
N -0.513 0.863 2.120
C -1.384 1.889 2.247
C -1.948 -2.465 1.865
H 0.625 -3.487 0.076
H 0.056 0.292 5.390
H 0.950 -0.224 -3.369
N -0.258 1.147 -2.396
C 3.846 1.087 2.003
H 2.961 -1.860 1.006
H 5.000 -0.692 1.943
Hf 0.189 0.404 -0.161
H -0.003 -2.131 2.277
H 0.710 -0.449 3.153
H 1.806 3.100 -1.417
C 3.722 2.616 -2.251
H -2.846 -5.375 1.409
C 4.625 1.597 -2.516
H -1.927 3.684 -3.854
H -3.283 -3.793 2.937
H 5.585 1.807 -2.969
O 0.328 -1.369 -1.241
C 0.129 1.177 -4.761
```

The charge is +4. For the relative energy (zero: lowest compared OMol25 entry of this formula, charge and spin), the calculation gives 0.668 eV. The value obtained for the frontier orbital gap is 6.7551 eV. The calculation puts the strongest force on any atom at 0.923 eV/Å.



No. 2
Here is a molecular structure, C18H33AuClN5O4P from the Open Molecules 2025 dataset. Energies are from ωB97M-V/def2-TZVPD.

```
63
Properties=species:S:1:pos:R:3
H -0.639 -1.635 0.303
H 1.969 2.687 -1.982
O -5.057 -0.027 -2.543
C 1.173 2.960 0.850
H 0.927 -2.092 -1.662
Au -1.786 0.665 -0.749
H -4.945 -3.930 -1.662
C -3.051 1.090 2.428
H 3.599 0.741 2.004
H 1.774 3.467 0.104
H 2.662 -2.287 -1.342
C 0.842 1.072 2.398
N -2.889 -1.518 -0.802
P 1.560 0.391 -0.217
H -5.506 -2.738 0.487
C 2.678 -1.715 1.310
H -0.010 -1.222 1.903
C -3.779 -1.554 0.164
H 2.537 -1.239 2.279
H 0.145 2.916 0.492
H -4.670 0.908 3.943
C 2.309 0.134 -2.893
O -2.933 0.784 -3.204
C -4.358 -3.131 -1.247
N -2.784 0.327 1.319
Cl -4.175 1.087 -2.533
O -3.788 1.337 -1.075
C -3.718 -0.604 1.261
H 0.248 -2.827 1.240
H 2.401 -0.944 -2.957
H 4.883 0.464 -2.057
C 3.161 1.697 1.721
H 3.415 2.745 -0.946
H 1.276 0.420 -3.090
H -0.191 0.901 2.093
C 0.197 -1.766 0.987
H -5.371 -1.044 2.497
H 3.568 2.386 -2.655
C 1.538 -1.401 0.331
C 1.671 -2.316 -0.897
H -2.689 -2.662 -2.601
H 1.499 -3.339 -0.558
H 2.684 -2.793 1.478
C -3.241 -2.495 -1.693
H -2.443 1.934 2.701
H 3.659 -1.440 0.928
N -4.691 -2.524 -0.061
N 0.137 0.819 -0.928
H 4.629 0.533 -0.319
H 0.844 1.852 3.161
C 1.712 1.570 1.235
O -4.779 2.269 -3.012
N -4.565 -0.477 2.302
C 2.938 2.231 -1.778
C 2.823 0.714 -1.560
C 4.215 0.153 -1.252
H 4.233 -0.935 -1.225
H 1.189 3.571 1.755
H 3.808 2.173 0.987
C -4.151 0.599 3.054
H 2.922 0.559 -3.689
H 1.230 0.168 2.862
H 3.158 2.331 2.610
```

The charge is +1. The value obtained for the frontier orbital gap (alpha / beta) is 6.0087 / 6.0654 eV. The calculation puts the strongest force on any atom at 1.389 eV/Å.



No. 3
Here is a single C3H3BrO2 molecule from the Open Molecules 2025 dataset. Energies are from ωB97M-V/def2-TZVPD.

```
9
Properties=species:S:1:pos:R:3
C 1.098 -1.055 -0.310
H 1.124 -1.643 -1.188
O 2.025 -0.869 0.356
C -0.400 1.190 0.300
C -0.439 -0.254 -0.004
O -0.723 0.667 -0.984
H -1.376 1.678 0.537
H 0.482 1.709 0.708
Br -1.792 -1.422 0.584
```

Its spin multiplicity is 3. For the relative energy (zero: lowest compared OMol25 entry of this formula, charge and spin), the calculation gives 2.829 eV. The value obtained for the frontier orbital gap (alpha / beta) is 6.8257 / 7.7902 eV. The calculation puts the strongest force on any atom at 9.154 eV/Å.



No. 4
Here is 2 unconnected molecules or ions with the total composition C2H3Cl3S from the Open Molecules 2025 dataset. Energies are from ωB97M-V/def2-TZVPD.

```
9
Properties=species:S:1:pos:R:3
Cl -0.819 -1.366 -1.876
S 1.793 -1.754 -0.886
H -1.118 0.930 1.851
C 0.639 -0.691 -1.404
Cl -1.564 1.983 -0.193
H -0.289 0.293 0.703
Cl 0.837 2.169 1.414
C -0.601 1.244 1.043
H 1.122 -2.807 -0.653
```

For the relative energy (zero: lowest compared OMol25 entry of this formula, charge and spin), the calculation gives 3.151 eV. The value obtained for the frontier orbital gap is 8.5986 eV. The calculation puts the strongest force on any atom at 3.662 eV/Å.



Q: Number 3 is which compound?
A: C3H3BrO2



Q: Among the records above, which one has the highest strongest force on any atom?
A: C3H3BrO2



Q: Look up the strongest force on any atom of the first one.
A: 0.923 eV/Å